No. 1
{
  "formula": "C7H14Cl3IrN4O2SSeSi",
  "method": "ωB97M-V/def2-TZVPD",
  "s_squared": 6.11,
  "gap_ha": [0.2208, 0.2065],
  "charge": 0,
  "multiplicity": 5,
  "lumo_ev": [-0.77, -1.52],
  "symbols": ["Ir", "N", "C", "C", "C", "O", "O", "H", "H", "H", "H", "H", "H", "C", "N", "C", "S", "N", "C", "H", "H", "H", "H", "H", "H", "H", "H", "Se", "C", "N", "Cl", "Si", "Cl", "Cl"],
  "xyz": [[0.561, 0.321, -0.159], [-0.438, -1.493, -1.009], [-0.281, -1.904, -2.426], [1.005, -1.344, -3.016], [0.849, 0.168, -3.162], [0.430, 0.652, -4.195], [1.125, 0.857, -2.089], [0.098, -2.135, -0.425], [-1.399, -1.563, -0.695], [-1.131, -1.521, -2.992], [-0.293, -2.993, -2.495], [1.178, -1.775, -4.000], [1.843, -1.581, -2.356], [-1.878, 2.102, -1.996], [-2.020, 2.366, -0.566], [-1.241, 1.880, 0.362], [-1.566, 2.439, 2.008], [-0.968, -0.935, 1.931], [1.642, 1.337, 1.670], [-2.092, 3.015, -2.548], [-2.577, 1.327, -2.312], [-0.859, 1.794, -2.210], [-2.768, 3.002, -0.309], [-1.730, -1.613, 1.912], [1.335, -0.827, 2.044], [-0.662, 1.502, 2.221], [2.440, 2.052, 1.842], [2.632, -1.757, 4.069], [2.462, -2.015, 2.267], [2.352, -2.173, 1.118], [0.396, 0.160, 2.214], [0.844, -0.054, 4.403], [1.395, 1.607, 5.452], [-0.684, -0.896, 5.447]]
}


No. 2
{
  "formula": "C7H14ClN2",
  "method": "ωB97M-V/def2-TZVPD",
  "gap_ha": 0.3365,
  "charge": 1,
  "multiplicity": 1,
  "lumo_ev": -4.32,
  "symbols": ["C", "C", "C", "C", "C", "C", "C", "N", "N", "Cl", "H", "H", "H", "H", "H", "H", "H", "H", "H", "H", "H", "H", "H", "H"],
  "xyz": [[0.490, 0.315, 0.886], [1.231, 0.322, -2.358], [0.783, -1.159, -2.124], [0.229, 1.208, -1.688], [-0.556, -0.934, -1.345], [0.167, 0.155, 3.215], [-1.716, 0.042, 1.792], [-0.525, 0.364, -0.813], [-0.268, 0.271, 1.955], [2.142, 0.511, 0.882], [2.107, 0.585, -1.808], [1.301, 0.424, -3.520], [0.845, -1.699, -3.141], [1.406, -1.696, -1.449], [0.663, 2.040, -1.331], [-0.602, 1.571, -2.425], [-1.387, -0.784, -2.041], [-0.988, -1.707, -0.632], [0.940, -0.680, 3.340], [-0.740, 0.082, 3.897], [0.824, 0.951, 3.494], [-2.322, 0.433, 2.585], [-1.906, -1.023, 1.820], [-2.118, 0.408, 0.810]]
}


No. 3
{
  "formula": "C7H14F2O4P",
  "method": "ωB97M-V/def2-TZVPD",
  "gap_ha": [0.2917, 0.2131],
  "charge": -1,
  "multiplicity": 1,
  "lumo_ev": [3.33, 3.10],
  "symbols": ["C", "C", "C", "C", "C", "C", "C", "O", "O", "O", "O", "F", "F", "P", "H", "H", "H", "H", "H", "H", "H", "H", "H", "H", "H", "H", "H", "H"],
  "xyz": [[-1.145, -2.216, -1.316], [-1.919, 2.238, -0.418], [1.398, -0.035, 1.678], [-0.458, -1.616, 0.012], [-0.807, 2.536, 0.490], [4.501, -0.208, -0.150], [0.468, 0.578, 0.673], [2.058, 2.724, 0.060], [0.862, 1.702, -1.970], [-0.278, -0.263, -0.179], [-0.334, 1.503, 1.279], [5.383, 0.139, 0.891], [4.439, -1.573, -0.081], [1.545, 1.556, -0.667], [-1.011, -3.212, -1.192], [-2.204, -2.003, -1.490], [-0.501, -1.622, -2.080], [-2.465, 1.434, -0.014], [-2.434, 3.117, -0.703], [-1.510, 1.770, -1.418], [2.135, -0.658, 1.133], [0.901, -0.652, 2.486], [2.024, 0.687, 2.118], [0.439, -2.218, 0.192], [-1.171, -1.773, 0.845], [-1.133, 3.310, 1.262], [0.058, 2.897, -0.149], [5.086, 0.200, -0.948]]
}


No. 4
{
  "formula": "C7H14FIN",
  "method": "ωB97M-V/def2-TZVPD",
  "gap_ha": 0.3413,
  "charge": 1,
  "multiplicity": 1,
  "lumo_ev": -3.24,
  "symbols": ["C", "C", "C", "C", "C", "C", "C", "N", "F", "I", "H", "H", "H", "H", "H", "H", "H", "H", "H", "H", "H", "H", "H", "H"],
  "xyz": [[-1.376, 0.770, -0.224], [0.374, -0.050, -1.209], [1.902, 0.237, 1.337], [0.007, -0.035, 0.283], [1.633, 0.189, 2.799], [-0.399, -1.347, 0.904], [-1.661, 0.287, -2.667], [-0.801, 0.791, -1.593], [2.263, 1.450, 0.891], [3.145, -1.260, 0.486], [-2.226, 0.107, -0.132], [-1.579, 1.750, 0.199], [1.322, 0.420, -1.467], [0.337, -1.036, -1.676], [1.485, -0.833, 3.130], [0.754, 0.785, 3.042], [2.480, 0.617, 3.343], [0.447, -2.020, 0.998], [-1.153, -1.863, 0.309], [-0.817, -1.167, 1.891], [-1.109, 0.247, -3.605], [-2.000, -0.715, -2.415], [-2.524, 0.938, -2.787], [-0.504, 1.738, -1.838]]
}


No. 5
{
  "formula": "C7H14FN4",
  "method": "ωB97M-V/def2-TZVPD",
  "gap_ha": 0.3076,
  "smiles": "[H]/N=C(/C=C\\N=C(\\N)CCF)[NH2+]C",
  "charge": 1,
  "multiplicity": 1,
  "lumo_ev": -3.12,
  "symbols": ["H", "N", "C", "C", "C", "N", "C", "N", "C", "C", "F", "N", "C", "H", "H", "H", "H", "H", "H", "H", "H", "H", "H", "H", "H", "H"],
  "xyz": [[0.646, -0.329, 1.748], [0.165, -0.510, 0.867], [0.936, -0.770, -0.140], [0.513, -1.333, -1.394], [-0.894, -1.437, -1.608], [-1.794, -1.018, -0.769], [-1.787, -0.406, 0.428], [-2.371, -1.031, 1.499], [-1.855, 1.147, 0.457], [-1.237, 1.843, -0.731], [0.061, 1.633, -0.972], [2.541, -0.642, -0.058], [2.739, 0.738, 0.445], [1.293, -1.581, -2.110], [-1.121, -2.010, -2.508], [-2.277, -0.743, 2.459], [-2.533, -2.022, 1.537], [-2.915, 1.506, 0.304], [-1.583, 1.392, 1.590], [-1.616, 1.625, -1.705], [-1.447, 2.967, -0.563], [3.105, -1.336, 0.508], [2.950, -0.704, -0.976], [3.850, 0.855, 0.510], [2.472, 1.440, -0.214], [2.160, 0.727, 1.395]]
}


No. 6
{
  "formula": "C7H14HfN3O",
  "method": "ωB97M-V/def2-TZVPD",
  "gap_ha": [0.2127, 0.2137],
  "charge": 1,
  "multiplicity": 1,
  "lumo_ev": [-3.98, -3.98],
  "symbols": ["C", "Hf", "N", "H", "H", "H", "H", "H", "H", "H", "H", "N", "C", "O", "C", "C", "C", "N", "C", "C", "H", "H", "H", "H", "H", "H"],
  "xyz": [[-1.006, 1.741, -4.683], [-0.163, 0.506, -2.062], [0.915, -1.146, -3.170], [-0.926, 1.645, -1.312], [-0.284, 1.859, -3.862], [-1.527, 2.680, -4.917], [-1.761, 0.976, -4.425], [-0.333, 1.627, -5.636], [0.668, -2.084, -2.827], [1.942, -1.087, -3.136], [0.683, -1.155, -4.173], [1.019, -0.733, 5.134], [-0.106, -0.640, 4.381], [-1.189, -0.725, 4.943], [-0.071, -0.425, 2.899], [1.132, -0.309, 2.168], [1.092, -0.079, 0.788], [-0.100, 0.030, 0.146], [-1.275, -0.092, 0.816], [-1.284, -0.317, 2.192], [0.944, -0.873, 6.153], [1.963, -0.665, 4.736], [2.101, -0.377, 2.636], [2.012, 0.028, 0.230], [-2.210, 0.010, 0.281], [-2.237, -0.393, 2.700]]
}


No. 7
{
  "formula": "C7H14IrO4",
  "method": "ωB97M-V/def2-TZVPD",
  "s_squared": 8.77,
  "gap_ha": [0.2882, 0.1740],
  "charge": 2,
  "multiplicity": 6,
  "lumo_ev": [-7.86, -12.26],
  "symbols": ["O", "C", "C", "O", "C", "H", "H", "H", "H", "H", "H", "H", "O", "C", "C", "O", "C", "C", "Ir", "H", "H", "H", "H", "H", "H", "H"],
  "xyz": [[-2.549, -1.865, 1.063], [-1.790, -0.771, 0.857], [-2.209, 0.122, -0.294], [-3.458, 0.688, -0.007], [-3.893, 1.612, -0.971], [-0.687, -1.062, 0.789], [-2.251, -0.469, -1.228], [-1.442, 0.907, -0.432], [-4.871, 1.991, -0.651], [-3.189, 2.459, -1.055], [-3.996, 1.138, -1.962], [-1.811, -0.195, 1.813], [3.938, 1.335, -0.889], [2.731, 1.700, -0.297], [2.242, 0.640, 0.681], [2.373, -0.650, 0.012], [1.747, -1.716, 0.628], [1.653, -2.910, 0.042], [3.935, -0.497, -1.142], [1.941, 1.860, -1.056], [2.817, 2.643, 0.274], [1.188, 0.794, 0.941], [2.864, 0.602, 1.588], [1.559, -1.554, 1.692], [1.920, -3.060, -1.005], [1.238, -3.743, 0.607]]
}


No. 8
{
  "formula": "C7H14N",
  "method": "ωB97M-V/def2-TZVPD",
  "s_squared": 0.78,
  "gap_ha": [0.3050, 0.3310],
  "charge": 0,
  "multiplicity": 2,
  "lumo_ev": [1.06, -0.12],
  "symbols": ["C", "C", "C", "C", "C", "C", "C", "N", "H", "H", "H", "H", "H", "H", "H", "H", "H", "H", "H", "H", "H", "H"],
  "xyz": [[-0.583, 2.031, -0.868], [-0.061, 1.284, 0.410], [0.409, -0.115, 0.172], [1.850, -0.230, -0.267], [0.321, -2.502, 0.639], [-0.189, -1.235, 0.730], [-1.557, -1.191, 1.408], [0.140, 1.575, -2.059], [-1.659, 1.816, -0.884], [-0.466, 3.110, -0.813], [0.704, 1.914, 0.862], [-0.892, 1.342, 1.117], [2.436, -0.797, 0.454], [2.057, -0.753, -1.207], [1.209, -2.717, 0.045], [-0.044, -3.431, 1.054], [-2.271, -1.611, 0.694], [-1.638, -1.856, 2.268], [-1.872, -0.207, 1.739], [-0.128, 0.636, -2.316], [2.351, 0.731, -0.377], [-0.117, 2.206, -2.798]]
}


No. 9
{
  "formula": "C7H14N",
  "method": "ωB97M-V/def2-TZVPD",
  "gap_ha": 0.2852,
  "smiles": "C=C/C=C/C[C@H](C)[NH3+]",
  "charge": 1,
  "multiplicity": 1,
  "lumo_ev": -4.00,
  "symbols": ["C", "C", "C", "C", "C", "C", "C", "N", "H", "H", "H", "H", "H", "H", "H", "H", "H", "H", "H", "H", "H", "H"],
  "xyz": [[0.642, 1.232, 3.944], [0.215, 1.533, 2.642], [0.140, 0.477, 1.536], [0.431, 0.727, 0.242], [0.814, -0.235, -0.774], [-0.493, -0.837, -1.626], [-0.545, -2.333, -1.802], [-0.841, -0.042, -2.846], [0.671, 2.064, 4.712], [0.758, 0.321, 4.310], [-0.071, 2.574, 2.246], [0.016, -0.438, 1.918], [0.638, 1.828, -0.110], [1.348, -1.059, -0.241], [1.442, 0.213, -1.574], [-1.319, -0.615, -0.916], [-0.328, -3.033, -0.974], [-0.121, -2.743, -2.750], [-1.616, -2.652, -1.880], [-1.723, -0.419, -3.555], [-0.068, -0.118, -3.567], [-0.972, 0.988, -2.666]]
}


No. 10
{
  "formula": "C7H14N",
  "method": "ωB97M-V/def2-TZVPD",
  "gap_ha": 0.1921,
  "charge": 1,
  "multiplicity": 1,
  "lumo_ev": -7.80,
  "symbols": ["C", "C", "C", "C", "C", "C", "C", "N", "H", "H", "H", "H", "H", "H", "H", "H", "H", "H", "H", "H", "H", "H"],
  "xyz": [[-2.404, 0.624, 0.169], [-1.801, -0.759, 0.155], [-0.277, -1.008, -0.122], [0.051, -1.468, -1.329], [0.648, -0.367, 0.956], [2.047, -0.531, 0.566], [2.922, 0.467, 0.448], [-0.551, 2.205, -0.576], [-3.017, 0.902, -0.687], [-2.847, 0.900, 1.124], [-2.347, -1.438, -0.536], [-1.905, -1.270, 1.127], [-0.693, -1.747, -2.066], [1.104, -1.463, -1.598], [0.435, -0.742, 1.965], [0.381, 0.684, 1.035], [2.491, -1.529, 0.554], [2.625, 1.498, 0.315], [3.960, 0.186, 0.324], [-1.374, 1.494, -0.236], [-0.228, 1.797, -1.460], [-0.885, 3.159, -0.719]]
}


ΔE to the lowest compared entry with this formula, charge and spin for the records above, in order: 1748.2, 308.5, 56.0, 135.2, 112.6, 232.0, 0.0, 0.0, 282.5, 511.4 kJ/mol